1.
{"formula": "C21H37BClNO19S4", "method": "ωB97M-V/def2-TZVPD", "smiles": "C=C[C@@H]1[C@H](CC=O)NC(=O)[C@@]1(B(O)CC)[C@H](Cl)CC.O=S1(=O)OCCO1.O=S1(=O)OCCO1.O=S1(=O)OCCO1.O=S1(=O)OCCO1", "elements": ["C", "C", "C", "C", "C", "C", "O", "N", "C", "O", "C", "B", "O", "C", "C", "C", "Cl", "C", "C", "H", "H", "H", "H", "H", "H", "H", "H", "H", "H", "H", "H", "H", "H", "H", "H", "H", "H", "H", "H", "H", "O", "S", "O", "O", "C", "C", "O", "H", "H", "H", "H", "O", "S", "O", "O", "C", "C", "O", "H", "H", "H", "H", "O", "S", "O", "O", "C", "C", "O", "H", "H", "H", "H", "O", "S", "O", "O", "C", "C", "O", "H", "H", "H", "H"], "coordinates": [[-2.109, -1.167, -7.510], [-2.673, -1.836, -6.453], [-2.392, -3.317, -6.243], [-3.656, -4.176, -6.424], [-4.548, -3.919, -7.637], [-4.250, -4.921, -8.720], [-4.928, -5.887, -8.944], [-4.339, -4.088, -5.114], [-3.220, -4.288, -4.224], [-3.306, -4.915, -3.211], [-1.924, -3.648, -4.809], [-1.607, -2.358, -3.863], [-0.919, -1.313, -4.422], [-2.077, -2.220, -2.357], [-1.468, -3.245, -1.379], [-0.766, -4.667, -4.642], [0.711, -3.925, -3.909], [-0.370, -5.415, -5.906], [0.726, -6.458, -5.718], [-1.375, -0.379, -7.357], [-2.339, -1.441, -8.539], [-3.368, -1.331, -5.783], [-1.739, -3.578, -7.072], [-3.431, -5.250, -6.457], [-5.596, -3.984, -7.346], [-4.394, -2.924, -8.067], [-3.358, -4.727, -9.347], [-4.716, -3.162, -4.916], [-1.119, -0.519, -3.913], [-3.171, -2.247, -2.321], [-1.775, -1.230, -2.002], [-1.377, -4.220, -1.850], [-0.484, -2.945, -1.039], [-2.134, -3.356, -0.523], [-1.102, -5.405, -3.914], [-1.251, -5.937, -6.293], [-0.048, -4.723, -6.685], [1.043, -6.796, -6.707], [0.383, -7.345, -5.184], [1.613, -6.064, -5.228], [-0.079, 0.934, 1.526], [0.039, -0.428, 1.141], [-0.154, -0.831, -0.205], [-0.902, -1.300, 2.092], [-0.136, -2.316, 2.761], [1.248, -1.714, 2.882], [1.435, -1.008, 1.641], [-0.135, -3.214, 2.140], [-0.582, -2.541, 3.725], [2.023, -2.465, 3.006], [1.301, -0.992, 3.695], [3.496, 2.145, 6.420], [2.450, 1.848, 5.505], [2.308, 0.544, 4.959], [2.496, 2.911, 4.328], [1.225, 3.586, 4.218], [0.666, 3.574, 5.622], [1.052, 2.277, 6.131], [0.596, 3.015, 3.531], [1.368, 4.584, 3.832], [-0.412, 3.683, 5.650], [1.125, 4.340, 6.247], [6.499, 6.091, 10.206], [6.725, 5.548, 8.915], [7.170, 6.361, 7.842], [5.417, 4.745, 8.473], [5.743, 3.379, 8.171], [6.936, 3.078, 9.052], [7.705, 4.290, 9.030], [5.998, 3.310, 7.113], [4.892, 2.739, 8.376], [7.534, 2.250, 8.684], [6.635, 2.881, 10.083], [0.176, 6.206, 4.667], [-0.879, 7.138, 4.452], [-1.957, 7.238, 5.362], [-1.434, 6.914, 2.972], [-1.350, 8.133, 2.217], [-0.163, 8.860, 2.816], [-0.263, 8.588, 4.223], [-2.277, 8.691, 2.358], [-1.218, 7.908, 1.163], [-0.189, 9.931, 2.642], [0.782, 8.453, 2.452]], "atomic_forces_ev_per_a": [[-0.247, -0.016, 0.523], [0.083, -0.132, -0.761], [-1.423, -0.227, -2.141], [-0.561, -0.266, 0.642], [-0.058, 0.518, -0.040], [-0.309, -0.101, -0.199], [0.010, -0.044, 0.026], [0.261, 0.010, 0.151], [-0.172, 0.000, -0.096], [0.144, 0.073, 0.122], [-0.301, -0.129, 0.458], [0.376, 0.176, 0.324], [-0.623, -0.063, -0.277], [0.266, 0.137, -0.284], [-0.449, -0.377, -0.240], [-0.211, -0.376, -0.391], [-0.004, 0.103, -0.001], [0.294, -0.173, -0.097], [0.060, -0.186, -0.350], [-1.437, 1.343, -0.062], [1.518, -1.270, -0.007], [1.340, 0.398, 1.138], [0.552, -0.079, 0.414], [0.464, 0.091, -0.116], [-0.007, -0.256, -0.025], [0.119, 0.098, 0.214], [0.143, 0.046, 0.108], [-0.215, -0.032, -0.202], [0.532, 0.041, 0.142], [-0.023, -0.141, 0.112], [-0.176, 0.079, -0.010], [-0.072, -0.086, 0.124], [0.014, 0.106, -0.054], [0.149, -0.027, 0.139], [0.121, 0.130, 0.202], [-0.125, 0.145, 0.036], [-0.011, 0.152, 0.106], [0.001, -0.076, 0.018], [-0.053, 0.096, 0.171], [-0.058, 0.076, 0.103], [-0.120, 0.085, -0.097], [0.128, -0.182, 0.270], [0.124, 0.399, -0.037], [0.080, 0.166, 0.128], [0.150, -0.367, -0.222], [-0.103, 0.185, 0.479], [-0.151, -0.227, -0.166], [-0.009, 0.015, -0.012], [-0.137, 0.184, -0.017], [0.097, 0.058, -0.244], [0.034, -0.039, 0.020], [0.154, -0.191, -0.018], [-0.365, 0.394, -0.196], [0.150, -0.224, 0.196], [0.056, 0.050, 0.318], [-0.411, -0.273, -0.366], [0.316, 0.350, 0.106], [-0.035, -0.120, -0.184], [0.019, -0.033, 0.021], [0.304, -0.007, 0.019], [-0.029, -0.253, 0.067], [-0.009, 0.011, -0.012], [-0.043, 0.140, -0.001], [-0.060, -0.236, -0.038], [0.090, 0.112, 0.040], [0.076, -0.042, 0.244], [0.193, -0.156, -0.297], [-0.228, -0.088, 0.355], [-0.034, 0.012, -0.262], [-0.026, -0.023, -0.003], [-0.124, 0.171, 0.043], [0.172, 0.150, -0.069], [-0.019, -0.025, -0.014], [-0.214, 0.105, 0.095], [-0.004, 0.213, -0.202], [0.047, -0.061, 0.159], [0.249, -0.018, -0.010], [-0.241, 0.309, 0.000], [0.292, -0.168, -0.255], [-0.251, 0.021, -0.008], [0.014, 0.015, 0.004], [0.023, -0.220, 0.048], [-0.052, 0.039, 0.229], [-0.012, 0.009, -0.026]]}

2.
{"formula": "C19H37Br12IN3", "method": "ωB97M-V/def2-TZVPD", "total_charge": 1, "elements": ["N", "C", "N", "C", "N", "C", "C", "C", "C", "C", "I", "H", "H", "H", "H", "H", "H", "H", "H", "H", "H", "H", "H", "H", "Br", "C", "C", "Br", "H", "H", "H", "H", "Br", "C", "C", "Br", "H", "H", "H", "H", "Br", "C", "C", "Br", "H", "H", "H", "H", "Br", "C", "C", "Br", "H", "H", "H", "H", "Br", "C", "C", "Br", "H", "H", "H", "H", "Br", "C", "C", "Br", "H", "H", "H", "H"], "coordinates": [[2.096, 0.801, 1.462], [1.876, 1.714, 0.307], [0.419, 1.864, 0.083], [-0.439, 2.702, 0.705], [-1.660, 2.579, 0.194], [-1.739, 1.602, -0.789], [-0.356, 1.185, -0.811], [0.123, 0.100, -1.822], [0.163, 0.817, -3.242], [1.577, 1.392, -3.584], [1.816, 3.431, -2.789], [2.260, -0.116, 1.050], [1.194, 0.767, 1.933], [2.358, 1.286, -0.595], [2.329, 2.710, 0.463], [-0.168, 3.396, 1.512], [-2.439, 3.150, 0.500], [-2.573, 1.241, -1.392], [1.137, -0.226, -1.518], [-0.576, -0.755, -1.852], [-0.242, 0.134, -4.013], [-0.515, 1.700, -3.204], [1.626, 1.486, -4.707], [2.400, 0.756, -3.203], [-1.831, -1.158, 0.357], [-3.206, -2.488, 0.757], [-4.403, -2.314, -0.136], [-5.500, -0.809, 0.435], [-3.441, -2.394, 1.813], [-2.730, -3.451, 0.581], [-5.056, -3.184, -0.073], [-4.141, -2.138, -1.176], [2.192, 7.226, -2.341], [2.758, 7.702, -0.539], [3.358, 6.524, 0.180], [1.974, 5.298, 0.799], [1.889, 8.113, -0.033], [3.500, 8.487, -0.674], [3.875, 6.848, 1.082], [4.042, 5.947, -0.437], [-4.681, -4.175, 3.217], [-4.330, -3.740, 5.086], [-3.103, -4.450, 5.594], [-3.471, -6.325, 5.964], [-5.229, -3.988, 5.641], [-4.184, -2.661, 5.103], [-2.786, -4.028, 6.546], [-2.272, -4.422, 4.894], [-6.678, -0.687, 5.899], [-8.024, -2.086, 5.733], [-8.367, -2.682, 7.075], [-6.979, -3.906, 7.680], [-7.636, -2.816, 5.027], [-8.894, -1.594, 5.300], [-9.269, -3.287, 7.004], [-8.494, -1.938, 7.855], [3.598, 1.507, -6.416], [4.424, -0.215, -6.805], [3.550, -1.362, -6.369], [3.629, -1.623, -4.440], [5.399, -0.214, -6.324], [4.557, -0.227, -7.886], [3.907, -2.298, -6.796], [2.503, -1.226, -6.628], [7.539, -0.192, -3.808], [6.936, -1.044, -2.166], [7.772, -2.253, -1.835], [7.291, -3.772, -2.954], [5.882, -1.276, -2.298], [7.043, -0.282, -1.395], [7.583, -2.580, -0.814], [8.837, -2.085, -1.968]], "atomic_forces_ev_per_a": [[-0.413, 0.561, -1.320], [0.680, -0.584, 0.699], [-1.992, 0.522, -0.530], [0.813, 0.745, 0.594], [-0.931, -0.112, -0.177], [4.930, 0.268, 1.086], [-2.389, -2.097, -2.628], [0.198, 1.923, -0.097], [0.354, 0.364, 0.840], [-0.985, -0.368, -1.026], [0.024, -0.730, -0.417], [-0.106, -0.018, 0.502], [0.437, -0.341, 0.382], [-0.597, 0.404, 0.441], [-0.567, -0.502, 0.038], [-0.206, -0.414, -0.610], [0.142, -0.101, 0.089], [0.218, 0.503, 0.597], [-0.597, -0.178, -0.357], [0.500, 0.591, 0.215], [0.632, 0.254, 0.231], [0.204, -0.804, -0.161], [0.304, 0.068, 1.508], [-0.429, 0.573, -0.362], [-0.488, -0.548, 0.518], [0.303, -0.132, -0.063], [-0.220, 0.082, 0.148], [0.091, 0.050, -0.093], [0.022, 0.080, -0.230], [-0.049, 0.018, 0.005], [0.073, -0.004, 0.049], [0.035, -0.041, 0.057], [-0.067, -0.021, 0.112], [0.036, 0.056, -0.323], [0.089, 0.143, 0.212], [0.001, 0.124, -0.005], [0.058, -0.060, 0.031], [0.033, -0.078, 0.070], [-0.061, 0.003, -0.017], [-0.095, 0.022, -0.034], [-0.262, -0.258, 0.214], [0.174, 0.249, -0.126], [-0.059, -0.228, 0.227], [0.049, 0.046, -0.082], [0.127, -0.036, -0.053], [-0.011, -0.036, 0.025], [-0.074, 0.059, -0.044], [-0.074, 0.036, -0.008], [0.056, -0.084, -0.054], [-0.075, 0.248, 0.007], [0.015, -0.268, -0.025], [-0.079, 0.051, 0.145], [-0.028, -0.015, 0.076], [0.006, -0.031, 0.051], [0.028, 0.035, -0.058], [0.037, 0.025, -0.093], [0.271, -0.034, -0.119], [-0.102, 0.154, -0.178], [0.178, -0.117, 0.038], [-0.109, -0.039, 0.041], [-0.081, -0.053, 0.052], [-0.042, -0.058, 0.034], [0.037, 0.053, 0.016], [0.064, 0.062, -0.001], [-0.112, -0.020, -0.022], [0.159, 0.268, -0.009], [-0.176, -0.287, 0.045], [0.065, 0.062, -0.004], [0.072, -0.087, -0.025], [0.043, -0.058, 0.003], [-0.016, 0.068, -0.022], [-0.068, 0.072, -0.024]]}

3.
{"formula": "Br3HOSi", "method": "ωB97M-V/def2-TZVPD", "smiles": "O[Si](Br)(Br)Br", "e_above_lowest_kcal_mol": 9.5, "elements": ["O", "Si", "Br", "Br", "Br", "H"], "coordinates": [[-1.303, -0.022, -0.361], [0.253, -0.161, -0.113], [0.763, 1.632, 0.961], [1.569, 0.141, -1.888], [0.727, -1.833, 1.212], [-2.009, 0.242, 0.189]], "atomic_forces_ev_per_a": [[0.052, -1.016, -2.015], [0.919, 0.609, 0.159], [0.390, 1.146, 1.055], [-0.633, -0.797, 0.105], [0.090, -0.347, -0.305], [-0.818, 0.405, 1.002]]}

no.,lowest unoccupied orbital energy (Ha),orbital gap (Eh)
1,0.0019,0.29942
2,-0.0806,0.34744
3,0.0027,0.38493